1.
Below is a structure of composition C18H35CeN2S, with properties calculated with ωB97M-V/def2-TZVPD.

- E_HOMO (alpha / beta) (eV) = -13.56 / -13.57
- orbital gap (alpha / beta) (eV) = 5.88 / 5.63
- strongest force on any atom (eV/A) = 7.6
- charge = +2
- multiplicity = 2
- energy relative to the best compared isomer or geometry (same formula, charge and spin) (kcal per mole) = 72.8

Geometry as XYZ:
```
57
Properties=species:S:1:pos:R:3:mulliken_charge:R:1
C 1.07697 1.76066 -1.93578 -0.315
H 2.04023 1.98369 -1.28098 0.541
H 1.30241 1.09249 -2.72263 0.133
H 1.50347 0.10642 0.52380 0.254
C -0.02797 2.59475 -1.82080 -0.139
H -1.01625 2.20411 -2.23276 0.236
H -0.23745 2.93476 -0.78137 0.236
C 0.29608 3.76515 -2.72306 -1.591
H -0.50686 4.42812 -2.77197 0.488
H 1.10649 4.37086 -2.31338 0.395
H 0.52991 3.50223 -3.76110 0.347
C -1.12685 -2.11669 -0.95491 1.051
C -1.76409 -1.25239 -1.87942 0.428
C -0.81582 -0.86702 -2.85378 0.901
C 0.42324 -1.49771 -2.53873 0.225
C 0.23322 -2.26646 -1.35402 -0.012
C 1.20580 -3.21024 -0.76505 -1.208
C 1.65914 -1.46862 -3.35041 -1.511
C -1.06834 -0.07510 -4.07903 -1.278
C -3.20539 -0.91000 -1.86355 -1.798
C -1.75615 -2.86656 0.14972 -1.423
Ce 0.11861 0.40395 -0.49584 0.399
H 2.55005 -1.84068 -2.79522 0.329
H 1.53846 -2.11754 -4.24962 0.360
H 1.94165 -0.45793 -3.72669 0.309
H 2.25002 -2.95716 -1.05171 0.356
H 1.16676 -3.22526 0.34502 0.274
H 1.02311 -4.25994 -1.10203 0.331
H -2.75002 -2.43541 0.40804 0.339
H -1.94393 -3.93378 -0.13150 0.337
H -1.10036 -2.88628 1.05585 0.271
H -3.43339 -0.03325 -2.51958 0.393
H -3.78312 -1.77268 -2.28132 0.358
H -3.60308 -0.73177 -0.83176 0.338
H -0.34196 0.76488 -4.24901 0.206
H -1.00065 -0.73890 -4.97723 0.356
H -2.09001 0.36651 -4.08731 0.342
C -1.72436 -0.10453 2.49474 -1.177
N -0.64077 0.54755 3.22734 0.144
C -0.99668 1.69920 4.03234 -1.290
C 0.64474 0.33387 2.91024 0.457
S 1.03711 -0.73355 1.61730 -0.279
N 1.63598 0.78216 3.70202 0.134
C 1.48384 0.79217 5.15717 -1.191
C 3.01953 0.70626 3.23147 -1.080
H -2.63811 0.07529 3.08129 0.606
H -1.55176 -1.19014 2.40362 0.373
H -1.86889 0.31929 1.47172 0.322
H -1.05139 1.40956 5.08873 0.365
H -0.28211 2.51999 3.89434 0.417
H -1.98955 2.01801 3.70492 0.516
H 2.42126 0.44472 5.60231 0.489
H 1.30465 1.80984 5.52937 0.344
H 0.67437 0.12950 5.47770 0.394
H 3.37280 -0.33632 3.18695 0.423
H 3.11107 1.16395 2.23768 0.305
H 3.64435 1.25599 3.94785 0.473
```

***

2.
Below is the molecule C5H12O2, with properties calculated with ωB97M-V/def2-TZVPD.

- E_HOMO (eV) = -8.96
- orbital gap (eV) = 9.75
- strongest force on any atom (eV/A) = 6.0
- charge = 0
- energy relative to the best compared isomer or geometry (same formula, charge and spin) (kcal per mole) = 66.1

Geometry as XYZ:
```
19
Properties=species:S:1:pos:R:3:mulliken_charge:R:1
C -1.22978 1.67570 -1.10517 -0.024
C -0.08796 0.85953 0.10080 -0.654
C -0.54175 -0.50197 0.09984 -0.695
C 1.06184 -1.42941 0.18455 -0.476
C 1.07347 -2.33161 1.39755 -1.154
O -0.53522 1.86712 -2.30996 -0.475
O -1.66897 2.89836 -0.56721 -0.553
H 0.32052 2.26717 -2.10707 0.318
H -0.96862 3.27328 -0.01581 0.330
H -2.13102 1.11324 -1.35289 0.360
H 0.91946 1.12076 -0.21977 0.456
H -0.26386 1.36081 1.05433 0.231
H -1.09103 -0.74964 1.00897 0.315
H -1.08074 -0.92916 -0.74387 0.404
H 1.96461 -0.81683 0.14249 0.353
H 1.01742 -1.98023 -0.75700 0.302
H 0.13750 -2.89504 1.47874 0.322
H 1.90397 -3.04888 1.39187 0.359
H 1.20017 -1.75320 2.31962 0.280
```

***

3.
Below is a structure of composition C21H30N2PdSi, with properties calculated with ωB97M-V/def2-TZVPD.

- E_HOMO (alpha / beta) (eV) = -5.57 / -6.75
- orbital gap (alpha / beta) (eV) = 5.97 / 6.70
- strongest force on any atom (eV/A) = 5.3
- charge = 0
- multiplicity = 3

Geometry as XYZ:
```
55
Properties=species:S:1:pos:R:3:mulliken_charge:R:1
C 0.34650 1.88746 1.93963 -0.690
C -0.74677 2.08512 1.04468 -0.195
C -1.97195 1.92997 1.78439 -1.175
H -0.68255 2.36662 -0.00306 0.597
C -1.61677 1.67215 3.16642 -0.678
C -0.18319 1.61987 3.24235 -0.366
H 0.38432 1.47404 4.15162 0.553
H 1.39706 1.98032 1.67374 0.512
H -2.97120 2.12541 1.41479 0.551
H -2.29443 1.69245 4.00071 0.489
Pd -1.31154 -0.34854 1.79399 0.291
C -1.36297 -1.52294 0.30115 -1.845
H -2.43248 -1.72880 0.36309 0.561
H -1.03159 -2.52357 0.60363 0.538
H -1.14457 -1.63532 -0.74081 0.397
Si 0.54562 0.68531 -2.50011 0.635
C 2.15761 -0.22299 -2.45788 0.249
C 3.18756 0.75478 -2.37408 -0.311
H 2.91594 1.82890 -2.23996 0.234
C 4.52925 0.41018 -2.48382 -0.455
H 5.29120 1.17792 -2.31124 0.356
C 4.87217 -0.92728 -2.78233 -0.517
H 5.91812 -1.17087 -2.98775 0.345
C 3.88936 -1.91729 -2.69623 -0.398
H 4.16902 -2.97092 -2.73403 0.349
C 2.53552 -1.57087 -2.49708 -0.350
H 1.76518 -2.35734 -2.40896 0.347
C -1.29727 0.92872 -2.78766 0.503
C -1.10501 1.68546 -3.98235 -0.936
H -0.26023 1.49455 -4.68641 0.315
C -1.74428 2.90954 -4.12965 -0.409
H -1.26382 3.66639 -4.75163 0.359
C -2.91097 3.17623 -3.40186 -0.421
H -3.47665 4.08131 -3.63334 0.361
C -3.30179 2.29380 -2.38878 -0.524
H -4.22087 2.49854 -1.83979 0.380
C -2.47268 1.19903 -2.02348 -0.186
H -2.76634 0.61158 -1.14421 0.298
H 0.36253 0.73283 -0.98537 -0.089
H 0.90892 1.99187 -2.48350 -0.323
N 0.88041 -0.83359 2.11868 -0.164
C 0.90777 -2.32141 2.20862 -0.515
C 0.19448 -2.87606 3.44384 -0.746
C -1.09097 -2.17554 3.92768 -0.288
N -2.04023 -2.10791 2.81529 -0.428
H 1.45471 -0.42459 2.86845 0.317
H 1.25992 -0.51530 1.22580 0.135
H 0.42608 -2.67816 1.29778 0.214
H 1.95003 -2.64797 2.21040 0.492
H -0.02029 -3.94441 3.24522 0.262
H 0.90303 -2.82478 4.28931 0.339
H -1.50750 -2.72140 4.78933 0.377
H -0.92237 -1.12990 4.22978 0.200
H -2.99284 -1.95554 3.08614 0.185
H -2.00814 -2.90701 2.21884 0.267
```

***

4.
Below is a cluster of 7 separate species, C4H24N2O7 in total, with properties calculated with ωB97M-V/def2-TZVPD.

- E_HOMO (eV) = -9.20
- orbital gap (eV) = 9.65
- strongest force on any atom (eV/A) = 2.1
- charge = 0
- energy relative to the best compared isomer or geometry (same formula, charge and spin) (kcal per mole) = 38.8

Geometry as XYZ:
```
37
Properties=species:S:1:pos:R:3:mulliken_charge:R:1
C -0.27469 -1.25785 1.83058 -0.661
C 1.09472 -1.22154 2.52212 -0.557
C 2.09070 -0.25078 1.90839 -0.477
N 2.60708 -0.63933 0.59330 -0.505
N -0.81776 0.09788 1.63367 0.037
C -1.67808 0.53667 2.69747 -0.637
O -3.07090 0.31518 2.41962 -0.541
H -0.28951 -1.68745 0.82723 0.259
H -0.89306 -1.92760 2.44167 0.329
H 0.83653 -0.85053 3.52261 0.221
H 1.45770 -2.24553 2.58703 0.388
H 1.60576 0.71176 1.86074 0.104
H 3.00658 -0.24327 2.50054 0.356
H 2.97855 -1.56562 0.48074 0.238
H 1.87489 -0.62867 -0.11000 0.212
H -1.20334 0.27013 0.72122 0.207
H -1.44489 0.06851 3.65453 0.356
H -1.61325 1.61059 2.85962 0.343
H -3.18395 -0.63148 2.41797 0.302
H 0.06653 -2.64302 -1.76286 0.290
H -0.39035 -1.35484 -2.46174 0.406
O -0.00122 -1.69410 -1.61941 -0.599
H 1.38877 2.65919 0.39663 0.325
H 0.18958 1.79645 0.16095 0.363
O 0.61228 2.59486 -0.17371 -0.714
H -2.76552 0.18551 -1.43766 0.334
H -2.14317 -1.12924 -1.17103 0.329
O -2.77670 -0.71941 -1.78011 -0.666
H 2.09510 2.12598 -1.44752 0.359
H 3.06800 1.15830 -2.12695 0.289
O 2.40709 1.83115 -2.31001 -0.626
H -0.38690 2.49421 -2.52243 0.284
H -0.24171 1.75453 -3.86947 0.295
O -0.83012 1.90186 -3.12834 -0.568
H -1.69414 -0.14733 -3.54188 0.320
H -0.62961 -0.49623 -4.69228 0.260
O -1.05095 -0.77890 -3.88125 -0.656
```

***

5.
Below is the molecule C9H6O3, with properties calculated with ωB97M-V/def2-TZVPD.

- E_HOMO (eV) = -8.65
- orbital gap (eV) = 8.24
- strongest force on any atom (eV/A) = 4.5
- charge = 0
- energy relative to the best compared isomer or geometry (same formula, charge and spin) (kcal per mole) = 18.7

Geometry as XYZ:
```
18
Properties=species:S:1:pos:R:3:mulliken_charge:R:1
C -2.18837 -0.10461 -0.05938 0.966
C -1.85297 -1.51566 -0.02118 -0.738
C -0.48730 -1.87373 -0.03120 -0.614
C 0.47019 -0.83904 0.12327 0.258
C 2.78754 -0.29698 -0.01035 0.341
C 2.46735 1.07358 -0.06063 -0.428
C 1.19073 1.51719 0.10739 -0.462
C 0.16162 0.49820 0.07065 0.843
C -1.27018 0.90762 -0.07118 -0.824
H -3.46013 1.27082 -0.02326 0.270
H -2.54532 -2.31194 0.18024 0.397
H -0.17047 -2.90117 -0.16192 0.429
H 3.35874 1.63879 -0.10239 0.429
H 1.03341 2.62650 0.24661 0.324
H -1.65136 1.90379 -0.13294 0.284
O -3.51802 0.30490 -0.04408 -0.522
O 1.74389 -1.19376 0.14372 -0.353
O 3.93065 -0.70447 -0.15336 -0.599
```

***

6.
Below is a structure of composition C2H4OS2, with properties calculated with ωB97M-V/def2-TZVPD.

- E_HOMO (eV) = -8.60
- orbital gap (eV) = 8.12
- strongest force on any atom (eV/A) = 4.8
- charge = 0
- energy relative to the best compared isomer or geometry (same formula, charge and spin) (kcal per mole) = 35.8

Geometry as XYZ:
```
9
Properties=species:S:1:pos:R:3:mulliken_charge:R:1
C -0.84410 0.32972 -0.08171 0.226
C 0.47725 0.96848 -0.11923 -0.873
O 0.53947 -1.99070 -0.08663 -0.516
S -2.53367 0.93917 0.12502 -0.256
S -1.01444 -1.40648 -0.04836 0.189
H 1.34389 0.30132 -0.27974 0.322
H 0.50657 1.47794 0.85380 0.276
H 0.46885 1.49840 -1.07300 0.288
H 1.05617 -2.11787 0.70984 0.343
```

***

Question: Which value of strongest force on any atom does entry 6 give?
Answer: 4.8 eV/A

***

Question: Which formula does entry 3 have?
Answer: C21H30N2PdSi

***

Question: What is the formula in the fourth record?
Answer: C4H24N2O7